(1)
{
  "formula": "C4H9NO2",
  "method": "ωB97M-V/def2-TZVPD",
  "symbols": ["O", "O", "N", "C", "C", "C", "C", "H", "H", "H", "H", "H", "H", "H", "H", "H"],
  "coordinates": [[-1.43811, 0.22497, 2.87124], [-0.02331, -0.97342, -2.11381], [1.47808, -0.14831, -0.35919], [0.99555, -0.06930, -1.69584], [0.47853, -0.22853, 0.74161], [-0.75982, 0.63422, 0.58501], [-1.71812, 0.29082, 1.70839], [1.08508, 0.10021, 1.58400], [-0.32076, 1.62027, 0.73496], [0.34830, -1.29191, 0.91937], [0.64397, 0.95644, -1.89351], [-0.69213, -0.96260, -1.49002], [2.22740, -0.81233, -0.24830], [-2.77256, 0.12802, 1.40217], [1.80705, -0.14881, -2.41138], [-1.33915, 0.68027, -0.33471]],
  "forces_ev_per_angstrom": [[0.4, -0.1, 0.1], [2.4, -0.4, -1.7], [-0.5, 0.5, -0.4], [-0.2, 1.2, -0.6], [2.2, -1.1, -0.9], [0.5, 0.2, 0.9], [-0.5, 0.5, -0.1], [-0.7, 0.2, 0.4], [-0.6, 0.5, 0.1], [-1.0, -0.2, 0.1], [-0.3, -0.1, 0.3], [-2.1, 0.0, 1.9], [-0.2, -0.2, 0.1], [0.1, -0.1, -0.1], [0.3, -0.5, 0.1], [0.4, -0.5, -0.3]],
  "lowdin_charge": [0.068, -0.030, -0.055, -0.315, -0.212, -0.142, -0.266, 0.120, 0.133, 0.117, 0.113, 0.012, 0.109, 0.121, 0.119, 0.108],
  "homo_energy_ev": -9.216,
  "fmax_ev_per_a": 2.97,
  "homo_lumo_gap_ev": 9.920,
  "e_tot_ha": -362.995688,
  "smiles": "O=CCCNCO"
}

---

(2)
{
  "formula": "C5H14I2OSi2",
  "method": "ωB97M-V/def2-TZVPD",
  "symbols": ["I", "I", "Si", "Si", "O", "C", "C", "C", "C", "C", "H", "H", "H", "H", "H", "H", "H", "H", "H", "H", "H", "H", "H", "H"],
  "coordinates": [[2.28385, 2.74387, 1.81832], [4.38425, 0.80520, -0.21891], [0.58183, 1.07425, -1.40883], [-1.15387, -0.49893, 0.84303], [-0.35103, 0.48429, -0.25826], [0.04493, -2.03243, 0.92073], [-1.08566, 0.44245, 2.48582], [1.07377, -0.10686, -2.82151], [-2.89667, -0.90791, -0.02973], [2.85315, 2.24662, -0.17669], [0.03418, 2.31177, -1.56371], [0.45105, -0.97713, -3.08705], [1.90356, -0.78190, -2.42718], [-0.61627, -2.89236, 0.77303], [0.67983, -2.01674, 0.08078], [1.42949, 0.41823, -3.73853], [-0.05284, 0.36162, 2.68736], [-2.95972, -1.06085, -1.05367], [-3.20709, -1.87965, 0.33333], [2.90919, 3.17828, -0.77329], [-1.44634, 1.56621, 2.29715], [-1.75123, 0.05365, 3.34550], [-3.74733, -0.31630, 0.20051], [0.63896, -2.21540, 1.77180]],
  "forces_ev_per_angstrom": [[0.0, 0.0, -0.4], [0.2, 0.4, -0.2], [2.5, -1.4, 1.1], [0.2, -0.4, -0.8], [-0.2, -0.5, 0.4], [-2.9, 0.4, -0.3], [-3.7, 1.3, -0.4], [1.3, -0.9, 0.6], [1.4, -0.6, 2.6], [-2.7, -1.0, -1.1], [-0.8, 2.4, -1.1], [-0.8, 1.0, 0.0], [-0.2, 1.4, -0.3], [0.2, -0.2, 0.1], [0.8, 0.2, -1.2], [-0.2, -0.4, 0.8], [1.2, 0.4, 0.7], [0.7, 0.1, -2.2], [0.1, -0.5, 0.5], [0.7, -0.8, 0.4], [1.1, -2.4, 0.4], [1.2, 0.4, -1.4], [-0.5, 1.1, 0.5], [0.5, 0.1, 1.2]],
  "lowdin_charge": [0.587, 0.578, 0.630, 0.516, -0.380, -0.132, -0.191, -0.211, -0.137, -1.377, -0.049, 0.029, 0.035, 0.023, -0.003, 0.036, -0.033, -0.008, 0.013, -0.084, 0.081, 0.056, 0.007, 0.013],
  "homo_energy_ev": -7.457,
  "fmax_ev_per_a": 3.92,
  "homo_lumo_gap_ev": 7.520,
  "e_tot_ha": -1448.509250
}

---

(3)
{
  "formula": "C4H8O2",
  "method": "ωB97M-V/def2-TZVPD",
  "symbols": ["O", "O", "C", "C", "C", "C", "H", "H", "H", "H", "H", "H", "H", "H"],
  "coordinates": [[0.99510, 1.35490, -1.26427], [0.13570, -0.17184, 0.14952], [1.15051, 0.49635, -0.42733], [-2.18364, -0.53544, 0.54708], [2.48471, 0.04359, 0.11150], [-1.17239, 0.12809, -0.36438], [-2.23114, -0.03209, 1.51844], [-1.23265, -0.26106, -1.38780], [-1.91757, -1.58430, 0.71251], [-3.17714, -0.50093, 0.08748], [-1.30348, 1.21397, -0.41393], [2.77428, 0.68264, 0.95230], [3.22939, 0.15931, -0.67707], [2.44834, -0.99320, 0.45591]],
  "forces_ev_per_angstrom": [[0.1, -0.4, 0.3], [0.1, 0.1, -0.1], [0.1, 0.2, -0.1], [0.0, 0.0, 0.0], [0.1, 0.0, -0.1], [-0.2, 0.1, -0.1], [0.0, -0.1, -0.2], [0.0, 0.1, 0.2], [-0.1, 0.1, 0.0], [0.1, 0.0, 0.1], [0.0, -0.2, 0.0], [-0.1, -0.1, -0.1], [-0.1, 0.0, 0.1], [0.0, 0.2, -0.1]],
  "lowdin_charge": [0.094, -0.021, -0.541, -0.072, 0.017, -0.229, 0.079, 0.128, 0.079, 0.079, 0.123, 0.092, 0.087, 0.085],
  "homo_energy_ev": -10.383,
  "fmax_ev_per_a": 0.52,
  "homo_lumo_gap_ev": 11.358,
  "e_tot_ha": -307.703164,
  "smiles": "CCOC(C)=O"
}

---

(4)
{
  "formula": "C35H43ClGeN4O3Ti",
  "method": "ωB97M-V/def2-TZVPD",
  "symbols": ["Ge", "Ti", "Cl", "O", "O", "O", "N", "N", "N", "N", "C", "C", "C", "C", "C", "C", "C", "C", "C", "C", "C", "C", "C", "C", "C", "C", "C", "C", "C", "C", "C", "C", "C", "C", "C", "C", "C", "C", "C", "C", "C", "C", "C", "C", "C", "H", "H", "H", "H", "H", "H", "H", "H", "H", "H", "H", "H", "H", "H", "H", "H", "H", "H", "H", "H", "H", "H", "H", "H", "H", "H", "H", "H", "H", "H", "H", "H", "H", "H", "H", "H", "H", "H", "H", "H", "H", "H", "H"],
  "coordinates": [[-2.37605, 1.46713, -0.56674], [0.06347, -0.10211, -0.00305], [3.88993, -1.51281, -4.45063], [-1.90150, -0.44510, -0.53649], [-1.73870, 1.68488, 1.17104], [-0.48256, 1.60439, -1.07670], [2.07231, 0.53536, 0.58374], [1.08596, -1.88566, 0.04068], [0.73411, -0.49820, -2.31172], [-0.15016, -0.94733, 2.08524], [4.75269, 1.03223, 1.12207], [-0.62622, -3.12928, 3.04884], [-1.06790, -2.48576, 4.22517], [-4.09109, -0.98864, -1.45902], [3.82169, 2.02737, 1.23014], [0.01914, -0.61544, -4.58975], [-0.64889, -4.52791, 2.83143], [-0.99537, -1.12303, 4.31146], [-2.57971, 2.35672, 2.13945], [3.36375, -2.82827, 0.21763], [-3.32984, 3.52623, 1.49437], [0.40029, -4.20750, 0.66531], [5.23457, -1.37351, 0.71769], [-0.16719, 3.99240, -0.82578], [-0.04873, 2.80525, -1.77414], [-2.20046, -2.60693, -1.57104], [0.46133, -2.85386, 0.85617], [1.38856, 2.62850, -2.24689], [-0.17176, -5.03909, 1.65671], [-0.21221, -0.38143, -3.24537], [-0.54802, -0.38693, 3.20130], [-3.26101, -2.06369, 0.63166], [1.29051, -0.97335, -5.00403], [2.98064, -0.48338, 0.51635], [4.34890, -0.27504, 0.77599], [4.73659, -2.61645, 0.44590], [-2.86162, -1.51931, -0.73330], [-0.13208, -2.31138, 2.02237], [-3.59128, 1.36730, 2.70789], [-1.68794, 2.93762, 3.24087], [2.46437, -1.78553, 0.24963], [-0.93698, 3.03856, -2.99438], [2.27139, -1.08384, -4.03479], [2.47960, 1.72913, 0.95313], [1.95666, -0.84813, -2.70701], [-0.78814, -0.51319, -5.30163], [-4.00189, 3.20152, 0.69891], [0.38100, 3.81977, 0.09980], [-4.07915, -2.77756, 0.52507], [1.52067, -1.15852, -6.04397], [-4.17953, 1.82892, 3.50296], [-1.97566, 3.21835, -2.71483], [2.05362, 2.35004, -1.43270], [-1.04983, -5.17735, 3.59863], [-2.63068, 4.25914, 1.08902], [-4.75555, -1.82124, -1.69149], [-2.20660, 3.74692, 3.75497], [5.40425, -3.46708, 0.40846], [-3.59163, -1.25328, 1.28374], [-4.28360, 1.04015, 1.92742], [-1.44586, -3.07686, 5.05016], [-0.52947, 0.69000, 3.21868], [-0.58308, 3.91653, -3.53655], [1.71782, 2.49517, 1.03116], [1.74372, 3.57077, -2.66567], [-1.21573, -2.85645, -1.17485], [1.45654, 1.87056, -3.02611], [-2.81386, -3.50901, -1.55766], [0.80925, -4.64462, -0.23647], [0.22245, 4.89381, -1.30011], [-1.29858, -0.59720, 5.20598], [-0.89663, 2.18549, -3.67134], [-1.18910, -0.08216, -2.89515], [-4.64955, -0.27665, -0.84821], [-2.08798, -2.29332, -2.60866], [6.28924, -1.21699, 0.90014], [4.09482, 3.03153, 1.52027], [-3.93853, 4.02607, 2.24846], [-0.77620, 3.34650, 2.80282], [-2.42738, -2.58017, 1.10549], [2.72729, -0.94140, -1.95682], [-3.81813, -0.50050, -2.39693], [5.79960, 1.22647, 1.31930], [-0.20261, -6.10694, 1.48569], [-1.21125, 4.17543, -0.56720], [-3.09246, 0.48684, 3.11305], [3.01188, -3.83172, 0.02295], [-1.42150, 2.20832, 4.00490]],
  "forces_ev_per_angstrom": [[0.0, 0.0, 0.1], [0.2, -0.3, -0.7], [0.0, 0.0, 0.0], [0.1, 0.1, 0.1], [-0.2, 0.0, 0.0], [0.0, -0.1, 0.3], [0.0, 0.0, 0.0], [0.0, 0.1, 0.2], [-0.2, 0.0, 0.1], [-0.2, 0.0, 0.0], [0.0, 0.1, 0.0], [-0.1, 0.0, -0.1], [0.0, 0.1, 0.0], [0.0, 0.0, 0.0], [0.0, 0.0, 0.0], [0.0, 0.0, 0.0], [0.0, -0.1, 0.0], [0.0, -0.1, 0.1], [0.0, 0.1, 0.0], [-0.1, 0.0, 0.1], [0.0, 0.0, 0.0], [0.1, 0.0, 0.0], [0.0, 0.0, 0.0], [0.0, 0.0, 0.0], [0.0, 0.0, 0.0], [0.0, 0.0, 0.0], [0.0, 0.0, 0.0], [0.0, 0.0, 0.0], [0.0, 0.0, 0.1], [0.0, 0.0, 0.0], [0.0, 0.0, 0.0], [0.0, 0.0, 0.0], [0.0, 0.0, 0.0], [0.0, -0.1, 0.2], [0.0, 0.0, -0.1], [0.1, 0.0, 0.0], [0.0, 0.0, 0.0], [0.2, 0.1, 0.1], [0.0, 0.0, 0.0], [0.0, 0.0, 0.0], [0.1, 0.0, -0.2], [0.0, 0.0, 0.0], [0.0, 0.0, 0.0], [0.0, 0.0, 0.0], [0.0, 0.0, 0.0], [0.0, 0.0, 0.0], [0.0, 0.0, 0.0], [0.0, 0.0, 0.0], [0.0, 0.0, 0.0], [0.0, 0.0, 0.0], [0.0, 0.0, 0.0], [0.0, 0.0, 0.0], [0.0, 0.0, 0.0], [0.0, 0.0, 0.0], [0.0, 0.0, 0.0], [0.0, 0.0, 0.0], [0.0, 0.0, 0.0], [0.0, 0.0, 0.0], [0.0, 0.0, 0.0], [0.0, 0.0, 0.0], [0.0, 0.0, 0.0], [0.0, 0.0, 0.0], [0.0, 0.0, 0.0], [0.0, 0.0, 0.0], [0.0, 0.0, 0.0], [0.0, 0.0, 0.0], [0.0, 0.0, 0.0], [0.0, 0.0, 0.0], [0.0, 0.0, 0.0], [0.0, 0.0, 0.0], [0.0, 0.0, 0.0], [0.0, 0.0, 0.0], [0.0, 0.0, 0.0], [0.0, 0.0, 0.0], [0.0, 0.0, 0.0], [0.0, 0.0, 0.0], [0.0, 0.0, 0.0], [0.0, 0.0, 0.0], [0.0, 0.0, 0.0], [0.0, 0.0, 0.0], [0.0, 0.0, 0.0], [0.0, 0.0, 0.0], [0.0, 0.0, 0.0], [0.0, 0.0, 0.0], [0.0, 0.0, 0.0], [0.0, 0.0, 0.0], [0.0, 0.0, 0.0], [0.0, 0.0, 0.0]],
  "lowdin_charge": [1.077, 1.107, 0.716, -0.437, -0.353, -0.442, 0.032, -0.061, 0.036, 0.067, 0.022, -0.154, 0.025, -0.067, -0.022, -0.025, -0.019, -0.022, -0.682, 0.008, -0.074, -0.007, -0.029, -0.019, -0.646, -0.011, -0.249, -0.010, -0.046, -0.146, -0.095, 0.001, -0.062, -0.161, -0.144, -0.052, -0.647, -0.175, -0.026, -0.028, -0.250, -0.043, -0.634, -0.109, -0.137, 0.120, 0.051, 0.073, 0.101, 0.119, 0.097, 0.060, 0.066, 0.119, 0.078, 0.099, 0.091, 0.114, 0.080, 0.081, 0.128, 0.089, 0.100, 0.106, 0.101, 0.068, 0.076, 0.101, 0.121, 0.100, 0.117, 0.075, 0.096, 0.069, 0.079, 0.117, 0.115, 0.095, 0.088, 0.071, 0.101, 0.081, 0.128, 0.113, 0.066, 0.066, 0.109, 0.066],
  "homo_energy_ev": [-10.304, -10.316],
  "s_squared": 0.753,
  "fmax_ev_per_a": 0.80,
  "homo_lumo_gap_ev": [7.408, 7.431],
  "e_tot_ha": -5190.855992,
  "multiplicity": 2,
  "total_charge": 1
}